This record from the Open Molecules 2025 dataset describes C27H53AsBrINPtSi5 as an isolated structure at a distorted geometry. The level of theory is wB97M-V/def2-TZVPD.

Each line ends with the Mulliken charge.
Element x y z (Å)
Pt  0.4843  0.3253  0.7108  2.565
C  1.8468  0.2439  3.6653  -1.034
Si  3.0910  -0.2320  2.3492  0.445
C  3.3695  -2.0683  2.3538  -0.818
C  4.6783  0.5821  2.8845  -1.266
C  2.5974  0.4049  0.6116  0.983
C  2.5466  1.8488  0.6892  -1.551
C  3.5140  2.8313  0.4814  -0.456
C  3.2067  4.1192  0.8574  -0.766
C  1.9495  4.4008  1.4037  -0.729
C  1.0129  3.4024  1.4926  -0.772
N  1.3064  2.1474  1.1070  -0.639
Si  3.5066  -0.3435  -0.8634  0.175
C  5.2954  -0.6644  -0.4744  -1.190
C  3.4514  0.8858  -2.2690  -1.133
C  2.6949  -1.9366  -1.3564  -0.198
H  1.9878  -0.4148  4.5304  0.363
H  0.7957  0.1784  3.3794  0.240
H  2.0234  1.2729  3.9940  0.263
H  4.0297  -2.3074  3.1947  0.449
H  3.8579  -2.4207  1.4435  0.178
H  2.4513  -2.6400  2.4785  0.215
H  4.9264  0.2369  3.8946  0.432
H  4.6015  1.6726  2.9145  0.349
H  5.5158  0.3163  2.2322  0.300
H  4.4877  2.5643  0.0908  0.530
H  3.9428  4.9068  0.7563  0.488
H  1.6974  5.3916  1.7528  0.518
H  0.0260  3.5941  1.8681  0.490
H  5.8207  0.2380  -0.1487  0.332
H  5.7850  -1.0197  -1.3874  0.406
H  5.4345  -1.4263  0.2946  0.328
H  4.3332  1.5335  -2.2596  0.339
H  2.5697  1.5327  -2.2395  0.225
H  3.4435  0.3595  -3.2279  0.505
H  3.1833  -2.7804  -0.8709  0.234
H  2.7717  -2.0875  -2.4379  0.449
H  1.6360  -1.9708  -1.0853  -0.418
C  -5.1985  0.8625  -0.4987  -0.900
Si  -3.8642  0.2997  0.6548  0.165
C  -3.9276  1.2072  2.2683  -1.180
C  -4.0900  -1.5102  0.9633  -0.478
As  -1.7729  0.7540  -0.3655  0.188
Si  -1.6318  -0.4461  -2.4164  0.221
C  -0.0298  0.1228  -3.1633  -0.549
C  -3.0550  -0.0687  -3.5367  -0.970
C  -1.5382  -2.2527  -2.0504  -0.541
Si  -1.9234  3.0637  -0.8560  0.198
C  -0.3022  3.4967  -1.6620  -0.558
C  -3.3051  3.5526  -1.9946  -1.102
C  -2.2469  3.8716  0.7825  -1.253
H  -6.1760  0.6233  -0.0660  0.428
H  -5.1253  0.3529  -1.4628  0.203
H  -5.1675  1.9361  -0.6857  0.193
H  -4.6694  0.7295  2.9157  0.438
H  -4.2126  2.2531  2.1455  0.346
H  -2.9632  1.1776  2.7823  0.290
H  -5.1647  -1.7184  0.9842  0.410
H  -3.6646  -1.7952  1.9285  0.422
H  -3.6415  -2.1322  0.1894  -0.277
H  -0.1546  1.0507  -3.7291  0.383
H  0.3718  -0.6396  -3.8381  0.486
H  0.7131  0.3053  -2.3837  -0.446
H  -3.3604  0.9757  -3.4848  0.118
H  -3.9270  -0.6890  -3.3141  0.332
H  -2.7495  -0.2754  -4.5679  0.382
H  -0.6425  -2.4918  -1.4720  -0.185
H  -1.4810  -2.7980  -2.9986  0.477
H  -2.4046  -2.6258  -1.5021  0.177
H  -0.4276  3.5005  -2.7484  0.436
H  0.4908  2.7877  -1.4156  -0.385
H  0.0337  4.4928  -1.3577  0.445
H  -3.4978  2.8243  -2.7817  0.230
H  -3.0231  4.4932  -2.4802  0.386
H  -4.2387  3.7229  -1.4567  0.378
H  -1.7993  3.3305  1.6117  0.291
H  -3.3245  3.8947  0.9574  0.356
H  -1.8870  4.9059  0.7898  0.493
Br  1.9025  -4.8939  0.6649  -0.090
C  0.0455  -5.1333  0.5642  0.588
C  -0.4106  -6.3689  0.1205  -0.516
C  -1.7686  -6.6324  0.0557  -0.621
C  -2.6835  -5.6649  0.4391  -0.789
C  -2.2362  -4.4303  0.8836  -0.482
C  -0.8727  -4.1619  0.9422  0.130
I  -0.3801  -2.2656  1.6915  0.226
H  0.3109  -7.1221  -0.1651  0.423
H  -2.1075  -7.6045  -0.2796  0.383
H  -3.7471  -5.8631  0.3955  0.434
H  -2.9469  -3.6808  1.1925  0.433

Summary:
electronic energy: -7789.60060 Eh
HOMO level: -10.38 eV
LUMO energy: -0.1248 Eh
relative energy (zero: lowest compared OMol25 entry of this formula, charge and spin): 0.0 kJ/mol
net charge: +1


This record from the Open Molecules 2025 dataset describes C5H4N2O in the gas phase at a distorted geometry. The level of theory is wB97M-V/def2-TZVPD.

Each line ends with the Mulliken charge.
Element x y z (Å)
O  1.7434  -1.5023  1.8658  -0.422
C  0.9203  -1.2329  1.0654  0.380
C  -0.1710  -1.6753  -0.0336  -0.445
C  -0.1533  -0.1695  -0.5202  0.144
C  -0.8725  1.0591  -0.8141  -0.846
C  -0.1885  1.9793  -0.1335  -0.133
N  0.8201  1.5713  0.5974  -0.712
N  0.6991  0.1119  0.3925  0.514
H  0.2870  -2.3524  -0.6942  0.267
H  -1.2141  -1.9824  0.0747  0.279
H  -1.5887  1.2066  -1.4471  0.518
H  -0.2819  2.9866  -0.3533  0.455

Summary:
electronic energy: -377.55135 Eh
HOMO level: -9.13 eV
LUMO energy: 0.0035 Eh
SMILES: O=C1Cc2ccnn21
relative energy (zero: lowest compared OMol25 entry of this formula, charge and spin): 295.9 kJ/mol


This record from the Open Molecules 2025 dataset describes C2H3NO3 in the gas phase at a distorted geometry. The level of theory is wB97M-V/def2-TZVPD.

Each line ends with the Mulliken charge.
Element x y z (Å)
C  1.3550  0.0356  -0.0498  -0.905
C  -0.4401  0.5446  0.0431  0.354
O  -0.7132  1.6775  0.2878  -0.361
N  -1.4967  -0.5483  -0.0434  0.939
O  -1.2010  -1.5968  0.4252  -0.517
O  -2.5516  -0.2060  -0.4924  -0.513
H  1.7211  0.7025  0.5977  0.341
H  1.8565  0.3061  -1.0058  0.295
H  1.4700  -0.9152  0.2377  0.366

Summary:
electronic energy: -358.32302 Eh
HOMO level: -10.73 eV
LUMO energy: -0.0274 Eh
SMILES: CC(=O)[N+](=O)[O-]
relative energy (zero: lowest compared OMol25 entry of this formula, charge and spin): 542.6 kJ/mol


This record from the Open Molecules 2025 dataset describes C9H20O2Si in the gas phase at a distorted geometry. The level of theory is wB97M-V/def2-TZVPD.

Each line ends with the Mulliken charge.
Element x y z (Å)
C  0.2910  3.2500  2.1289  -0.638
O  0.6720  2.2024  1.2834  -0.412
Si  -0.3397  1.1939  0.3770  0.480
C  -0.4471  1.9888  -1.3480  -0.944
O  -1.9171  0.9523  0.9564  -0.410
C  -2.0949  0.6029  2.2330  -0.702
C  0.4633  -0.5803  0.3115  0.451
C  1.6638  -0.7279  -0.5743  -1.519
C  1.3738  -1.1104  -1.9916  -0.343
C  0.6364  -2.4253  -2.0653  -0.780
C  0.0941  -2.8831  -0.7334  -0.935
C  -0.5385  -1.7011  0.0217  -0.454
H  -0.2295  3.9949  1.5044  0.271
H  1.2237  3.6383  2.5010  0.259
H  -0.4942  2.8962  2.8379  0.208
H  0.4522  1.7204  -1.8121  0.305
H  -0.5090  3.1197  -1.2138  0.301
H  -1.2873  1.4615  -1.8430  0.255
H  -1.2377  0.0536  2.5746  0.348
H  -2.9175  -0.1072  2.2576  0.229
H  -2.3276  1.6127  2.7458  0.213
H  0.9287  -0.7213  1.3367  0.287
H  2.1436  0.2228  -0.5683  0.530
H  2.3230  -1.3678  -0.0682  0.529
H  2.2384  -1.0438  -2.6276  0.515
H  0.7746  -0.2714  -2.5318  0.056
H  -0.1203  -2.4030  -2.8185  0.356
H  1.3690  -3.1201  -2.3544  0.285
H  0.7796  -3.4495  -0.0791  0.334
H  -0.7077  -3.6655  -0.8551  0.410
H  -0.9305  -2.1375  0.9956  0.295
H  -1.3287  -1.1953  -0.5812  0.221

Summary:
electronic energy: -794.92191 Eh
HOMO level: -9.18 eV
LUMO energy: 0.0334 Eh
SMILES: CO[Si](C)(OC)C1CCCCC1
relative energy (zero: lowest compared OMol25 entry of this formula, charge and spin): 150.4 kJ/mol


This record from the Open Molecules 2025 dataset describes an isolated ion of composition C3H3ClNO and charge +1 at a distorted geometry. The level of theory is wB97M-V/def2-TZVPD.

Each line ends with the Mulliken charge.
Element x y z (Å)
O  -2.0856  -2.0863  0.0737  -0.359
N  -1.5931  -0.9865  -0.0337  0.556
C  -0.1271  -0.5834  -0.0405  -0.175
C  -0.5367  0.8439  0.0025  -0.291
C  -2.2504  0.2651  0.0305  0.298
Cl  -3.8583  0.6742  -0.0897  0.033
H  0.3608  -0.8159  -0.8976  0.298
H  0.3921  -0.8429  0.7980  0.282
H  -0.1516  1.8516  0.2260  0.359

Summary:
electronic energy: -705.78143 Eh
HOMO level (spin up / spin down): -15.47 / -15.13 eV
LUMO energy (spin up / spin down): -0.2496 / -0.2811 Eh
SMILES: O=[N+]1CC=C1Cl
relative energy (zero: lowest compared OMol25 entry of this formula, charge and spin): 395.8 kJ/mol
net charge: +1


This record from the Open Molecules 2025 dataset describes C21H23FN2O2 in the gas phase. The level of theory is wB97M-V/def2-TZVPD.

Each line ends with the Mulliken charge.
Element x y z (Å)
C  4.4139  3.1456  1.4258  -1.491
C  3.8011  2.0914  0.5548  0.840
C  3.1956  2.4370  -0.6486  -0.687
C  2.6588  1.4640  -1.4704  -0.580
C  2.7147  0.1329  -1.0940  -0.203
C  3.2980  -0.2345  0.1122  0.298
C  3.2588  -1.6638  0.5787  -1.118
C  2.0391  -1.8719  1.4876  -0.786
N  0.8254  -1.5396  0.7796  0.249
C  -0.2703  -2.3140  0.7604  0.088
O  -0.3864  -3.3493  1.3817  -0.720
C  -1.4038  -1.7984  -0.1486  0.559
C  -1.4542  -2.6259  -1.4465  -1.075
C  -0.6638  -1.7801  -2.4422  -0.558
C  -0.7870  -0.3620  -1.9058  0.510
O  -0.5408  0.6692  -2.4893  -0.669
N  -1.1968  -0.4497  -0.6185  0.272
C  -1.5207  0.7014  0.1962  -1.359
C  -3.0154  0.8416  0.3334  0.174
C  -3.7676  1.2262  -0.7712  -0.232
C  -5.1443  1.3145  -0.6903  -0.699
C  -5.7587  1.0100  0.5117  0.375
F  -7.1021  1.0944  0.6002  -0.328
C  -5.0367  0.6207  1.6244  -0.659
C  -3.6589  0.5350  1.5247  -0.212
C  3.8372  0.7547  0.9246  -0.538
H  4.5361  2.7888  2.4457  0.353
H  5.3970  3.4187  1.0414  0.303
H  3.7995  4.0434  1.4361  0.378
H  3.1502  3.4757  -0.9422  0.406
H  2.1810  1.7354  -2.3991  0.406
H  2.3098  -0.6232  -1.7516  0.407
H  4.1592  -1.9084  1.1433  0.433
H  3.1903  -2.3392  -0.2757  0.306
H  1.9545  -2.9121  1.8097  0.477
H  2.1324  -1.2335  2.3746  0.350
H  0.8623  -0.7050  0.2102  -0.227
H  -2.3379  -1.8782  0.4175  0.413
H  -1.0373  -3.6203  -1.2986  0.453
H  -2.4879  -2.7311  -1.7771  0.365
H  -1.0437  -1.8383  -3.4603  0.445
H  0.3926  -2.0550  -2.4622  0.163
H  -1.1007  1.5709  -0.3187  0.566
H  -1.0524  0.5976  1.1800  0.437
H  -3.2647  1.4571  -1.6983  0.472
H  -5.7408  1.6144  -1.5371  0.439
H  -5.5498  0.3883  2.5439  0.432
H  -3.0813  0.2297  2.3851  0.385
H  4.2965  0.4748  1.8629  0.386

Summary:
electronic energy: -1173.95372 Eh
HOMO level: -9.15 eV
LUMO energy: 0.0259 Eh
SMILES: Cc1cccc(CCNC(=O)[C@@H]2CCC(=O)N2Cc2ccc(F)cc2)c1
relative energy (zero: lowest compared OMol25 entry of this formula, charge and spin): 0.0 kJ/mol


This record from the Open Molecules 2025 dataset describes a 3-piece molecular cluster, C5H8N2O overall at a distorted geometry. The level of theory is wB97M-V/def2-TZVPD.

Each line ends with the Mulliken charge.
Element x y z (Å)
C  -2.0880  -0.7768  -0.1113  -0.719
C  -1.0816  0.2339  -0.0815  0.229
C  0.8502  1.3109  0.3431  -0.683
C  0.3526  -0.1259  0.2589  1.113
C  1.4640  -0.5655  -0.9941  -1.010
H  -2.3516  -0.7188  1.5815  0.207
H  -2.9007  -0.1110  -0.8787  0.307
H  -1.2033  -1.9281  -0.4867  0.220
H  1.9557  1.6458  0.4307  0.333
H  1.3849  0.2870  -1.7037  0.339
H  2.5102  -0.2408  -0.4436  0.273
H  1.1380  -1.4687  -1.4697  0.355
H  0.6467  -0.2294  2.2080  0.409
N  -1.3045  1.4106  -0.1237  -0.452
N  0.0138  2.1069  0.2107  -0.372
O  0.6134  -0.8300  1.2601  -0.549

Summary:
electronic energy: -379.70828 Eh
HOMO level: -9.54 eV
LUMO energy: -0.0120 Eh
relative energy (zero: lowest compared OMol25 entry of this formula, charge and spin): 997.4 kJ/mol


This record from the Open Molecules 2025 dataset describes a 2-piece molecular cluster, C4H6INO overall at a distorted geometry. The level of theory is wB97M-V/def2-TZVPD.

Each line ends with the Mulliken charge.
Element x y z (Å)
C  -1.5101  -0.4989  -0.6558  -0.262
C  -1.5833  0.3318  0.5776  -0.138
C  0.1396  0.8772  -0.7141  0.082
C  1.9866  -0.7888  0.4730  -1.018
N  -0.4068  -0.1511  -1.3355  -0.376
O  -0.5205  1.3178  0.3644  -0.300
I  1.3464  2.3089  -1.6813  0.077
H  -2.0086  -1.3705  -0.7776  0.443
H  -2.5363  1.0341  0.7663  0.231
H  -1.3804  -0.3132  1.4976  0.215
H  1.6727  -1.5207  1.1854  0.324
H  2.6928  -0.1569  0.8410  0.358
H  2.1079  -1.0696  -0.5411  0.363

Summary:
electronic energy: -583.53355 Eh
HOMO level (spin up / spin down): -7.24 / -8.82 eV
LUMO energy (spin up / spin down): 0.0002 / -0.0051 Eh
relative energy (zero: lowest compared OMol25 entry of this formula, charge and spin): 488.3 kJ/mol